[1]
C41H56IN3NaO3PSSi | ωB97M-V/def2-TZVPD

Last column: Mulliken charge in e.
CARTESIAN COORDINATES (ANGSTROEM)
Na (0.483, -0.654, 0.488)  0.731
I (3.444, -1.513, -0.426)  0.243
C (5.226, -0.623, 0.310)  -0.294
C (6.259, -1.522, 0.361)  -0.731
C (7.553, -1.133, 0.727)  -0.786
C (7.790, 0.174, 1.017)  -0.848
C (6.744, 1.123, 0.996)  0.884
C (7.071, 2.461, 1.310)  -0.815
C (6.109, 3.419, 1.356)  -1.336
C (4.778, 3.062, 1.095)  0.005
C (4.394, 1.785, 0.746)  0.524
P (2.587, 1.537, 0.397)  0.408
C (1.877, 3.129, 0.988)  0.124
C (1.588, 4.207, 0.154)  0.042
C (0.952, 5.332, 0.658)  -0.774
C (0.600, 5.396, 1.998)  -0.493
C (0.887, 4.328, 2.838)  -0.722
C (1.514, 3.201, 2.333)  -0.292
C (2.603, 1.782, -1.423)  0.515
C (1.460, 1.392, -2.117)  0.447
C (1.437, 1.380, -3.501)  -0.835
C (2.552, 1.795, -4.214)  -0.878
C (3.680, 2.232, -3.533)  -0.755
C (3.713, 2.219, -2.146)  -0.596
C (5.396, 0.751, 0.669)  0.302
H (6.072, -2.553, 0.094)  0.412
H (8.347, -1.867, 0.759)  0.385
H (8.782, 0.520, 1.279)  0.369
H (8.108, 2.699, 1.513)  0.371
H (6.352, 4.447, 1.588)  0.433
H (4.030, 3.836, 1.169)  0.599
H (1.862, 4.163, -0.893)  0.428
H (0.722, 6.162, 0.001)  0.401
H (0.103, 6.275, 2.389)  0.372
H (0.603, 4.371, 3.882)  0.399
H (1.735, 2.362, 2.986)  0.443
H (0.578, 1.069, -1.583)  -0.015
H (0.554, 1.013, -4.008)  0.740
H (2.546, 1.770, -5.296)  0.407
H (4.549, 2.567, -4.085)  0.405
H (4.611, 2.543, -1.637)  0.384
C (-1.748, 2.657, 0.281)  -1.128
C (-2.229, 1.312, 0.821)  1.515
C (-3.757, 1.265, 0.829)  -1.358
C (-1.703, 1.133, 2.245)  -1.288
O (-1.667, 0.214, 0.077)  1.015
Si (-2.054, -0.362, -1.462)  -0.342
S (-0.562, -1.717, -1.852)  -0.851
O (-3.608, -0.905, -1.532)  0.251
C (-4.194, -2.146, -1.125)  1.744
C (-3.636, -2.611, 0.223)  -1.086
C (-3.970, -3.227, -2.183)  -1.757
C (-5.689, -1.865, -0.987)  -1.949
O (-2.051, 0.990, -2.385)  0.046
C (-2.731, 1.380, -3.572)  1.559
C (-4.187, 1.719, -3.245)  -1.492
C (-2.015, 2.626, -4.093)  -1.483
C (-2.673, 0.262, -4.610)  -1.406
H (-2.024, 3.464, 0.962)  0.619
H (-2.169, 2.849, -0.702)  -0.061
H (-0.663, 2.643, 0.184)  0.001
H (-4.161, 2.137, 1.345)  0.524
H (-4.110, 0.366, 1.337)  0.309
H (-4.140, 1.254, -0.191)  0.111
H (-2.121, 1.893, 2.907)  0.502
H (-0.614, 1.231, 2.250)  -0.222
H (-1.973, 0.142, 2.617)  0.168
H (-2.587, -2.895, 0.115)  0.094
H (-4.209, -3.468, 0.580)  0.783
H (-3.702, -1.809, 0.961)  -0.114
H (-2.905, -3.320, -2.390)  0.219
H (-4.483, -2.964, -3.111)  0.397
H (-4.353, -4.187, -1.828)  0.444
H (-5.854, -1.085, -0.240)  0.365
H (-6.216, -2.768, -0.675)  0.416
H (-6.098, -1.530, -1.942)  0.368
H (-4.228, 2.526, -2.509)  0.257
H (-4.683, 0.842, -2.830)  0.064
H (-4.715, 2.040, -4.144)  0.573
H (-2.038, 3.414, -3.338)  0.311
H (-2.495, 2.993, -5.002)  0.442
H (-0.973, 2.396, -4.311)  0.257
H (-3.214, -0.613, -4.244)  0.128
H (-1.636, -0.033, -4.787)  0.224
H (-3.112, 0.586, -5.554)  0.499
C (-1.694, -5.680, 1.364)  -0.304
C (-0.780, -5.198, 0.254)  -0.698
N (-0.165, -3.936, 0.623)  0.017
C (-0.071, -3.438, 1.884)  0.377
N (0.403, -2.231, 2.042)  -0.317
C (0.619, -1.797, 3.414)  -0.522
C (-0.498, -2.269, 4.330)  -0.696
C (-0.516, -3.785, 4.287)  -0.804
N (-0.465, -4.258, 2.912)  0.247
C (-0.902, -5.621, 2.659)  -0.857
H (-2.045, -6.693, 1.165)  0.399
H (-2.557, -5.017, 1.445)  0.077
H (-1.324, -5.054, -0.682)  0.281
H (-0.003, -5.950, 0.079)  0.458
H (-0.099, -3.244, -0.117)  -0.374
H (0.691, -0.706, 3.426)  0.000
H (1.577, -2.189, 3.784)  0.402
H (-1.448, -1.881, 3.952)  0.158
H (-0.359, -1.921, 5.354)  0.437
H (-1.434, -4.163, 4.744)  0.485
H (0.327, -4.190, 4.861)  0.268
H (-1.515, -5.941, 3.502)  0.453
H (-0.043, -6.303, 2.596)  0.238

Its HOMO energy is -0.2735 Ha. The spin multiplicity is 1. The value obtained for the lowest unoccupied orbital energy is 0.0051 Ha.

***

[2]
C41H57BiNOPS5 | ωB97M-V/def2-TZVPD

Last column: Mulliken charge in e.
CARTESIAN COORDINATES (ANGSTROEM)
Bi (-0.228, 0.026, 0.416)  1.815
S (-2.526, -0.049, -1.193)  -0.700
C (-3.109, 1.256, -0.175)  0.343
C (-4.079, 2.129, -0.676)  -0.655
C (-4.592, 3.135, 0.137)  -0.673
C (-4.114, 3.263, 1.433)  -0.315
C (-3.110, 2.402, 1.884)  -0.584
C (-2.558, 1.373, 1.115)  -0.279
S (-0.772, 0.138, 3.190)  0.078
C (-2.006, -1.200, 3.057)  -1.030
C (-1.572, -2.402, 2.292)  0.785
C (-1.585, -3.675, 2.850)  -1.122
C (-1.262, -4.759, 2.056)  -0.511
C (-1.022, -4.564, 0.706)  -0.985
C (-1.050, -3.272, 0.207)  0.626
C (-0.930, -2.982, -1.259)  -1.012
S (0.372, -1.789, -1.637)  -0.125
C (1.732, -2.783, -1.057)  0.089
C (2.192, -3.741, -1.962)  -0.748
C (3.226, -4.601, -1.646)  -0.878
C (3.810, -4.492, -0.385)  -0.536
C (3.355, -3.553, 0.515)  -0.647
C (2.300, -2.655, 0.221)  0.829
S (1.844, -1.563, 1.477)  -0.412
N (-1.241, -2.220, 1.009)  0.811
H (-4.437, 2.022, -1.695)  0.383
H (-5.354, 3.809, -0.244)  0.282
H (-4.511, 4.036, 2.088)  0.440
H (-2.743, 2.560, 2.900)  0.321
H (-2.880, -0.778, 2.554)  0.188
H (-2.239, -1.473, 4.087)  0.549
H (-1.806, -3.786, 3.902)  0.398
H (-1.209, -5.754, 2.483)  0.374
H (-0.811, -5.391, 0.041)  0.392
H (-1.862, -2.507, -1.578)  0.427
H (-0.805, -3.914, -1.814)  0.590
H (1.724, -3.787, -2.940)  0.475
H (3.575, -5.330, -2.367)  0.365
H (4.630, -5.143, -0.104)  0.326
H (3.809, -3.476, 1.495)  0.390
S (0.497, -0.574, 4.545)  -0.537
C (-1.692, 7.318, 0.967)  -0.896
C (-0.944, 6.586, 2.094)  -1.052
C (-0.676, 5.116, 1.743)  -0.055
C (-0.380, 4.967, 0.251)  0.753
C (-1.656, 5.310, -0.546)  -0.462
C (-2.544, 6.331, 0.180)  -0.820
P (0.167, 3.238, -0.176)  -1.902
C (0.383, 3.219, -2.011)  2.404
C (1.117, 4.397, -2.682)  -0.632
C (0.716, 4.555, -4.158)  -1.109
C (0.525, 3.198, -4.832)  -0.679
C (-0.580, 2.370, -4.140)  -0.682
C (-0.923, 2.922, -2.756)  -0.269
C (1.923, 3.107, 0.427)  1.221
C (1.990, 2.548, 1.861)  0.654
C (3.419, 2.627, 2.385)  -0.989
C (3.844, 4.092, 2.583)  -0.904
C (3.108, 5.026, 1.611)  -0.624
C (2.854, 4.333, 0.275)  -1.104
H (-0.972, 7.786, 0.286)  0.328
H (-2.299, 8.131, 1.377)  0.478
H (-1.525, 6.632, 3.020)  0.471
H (0.005, 7.094, 2.298)  0.280
H (-1.538, 4.489, 1.979)  -0.394
H (0.141, 4.740, 2.359)  -0.020
H (0.420, 5.671, -0.015)  0.906
H (-2.238, 4.400, -0.724)  -0.312
H (-1.371, 5.703, -1.527)  0.112
H (-3.219, 5.804, 0.859)  0.082
H (-3.179, 6.848, -0.545)  0.539
H (0.996, 2.308, -2.114)  -0.487
H (2.195, 4.232, -2.618)  0.225
H (0.920, 5.339, -2.158)  0.173
H (1.473, 5.146, -4.684)  0.536
H (-0.218, 5.123, -4.230)  0.344
H (1.473, 2.655, -4.800)  0.113
H (0.291, 3.336, -5.893)  0.510
H (-0.240, 1.338, -4.015)  -0.031
H (-1.481, 2.335, -4.758)  0.615
H (-1.532, 2.194, -2.215)  -0.983
H (-1.525, 3.831, -2.849)  0.426
H (2.286, 2.298, -0.218)  -0.184
H (1.661, 1.507, 1.888)  -0.640
H (1.322, 3.080, 2.546)  0.099
H (4.075, 2.138, 1.657)  0.099
H (3.513, 2.062, 3.313)  0.511
H (4.925, 4.187, 2.436)  0.395
H (3.644, 4.403, 3.612)  0.357
H (3.678, 5.949, 1.465)  0.541
H (2.150, 5.330, 2.042)  -0.154
H (3.818, 4.007, -0.133)  0.602
H (2.454, 5.047, -0.446)  0.411
C (3.150, -0.455, -3.532)  -1.542
C (3.188, 0.339, -2.207)  1.655
C (3.652, 1.769, -2.564)  -0.931
C (4.257, -0.279, -1.281)  -1.386
O (1.939, 0.320, -1.625)  0.137
H (4.098, -0.413, -4.087)  0.352
H (2.356, -0.044, -4.163)  0.208
H (2.922, -1.502, -3.325)  0.118
H (4.656, 1.781, -3.003)  0.713
H (3.668, 2.399, -1.673)  -0.011
H (2.955, 2.212, -3.278)  -0.214
H (5.279, -0.074, -1.624)  0.354
H (4.130, -1.360, -1.217)  0.185
H (4.127, 0.127, -0.275)  0.040

The charge is -2. For the relative energy (zero: lowest compared OMol25 entry of this formula, charge and spin), the calculation gives 20.83 kcal per mole. Its HOMO energy is -0.0441 Ha. The spin multiplicity is 1. The value obtained for the lowest unoccupied orbital energy is 0.1601 Ha.

***

[3]
C41H57F6N2O9S2 | ωB97M-V/def2-TZVPD

Last column: Mulliken charge in e.
CARTESIAN COORDINATES (ANGSTROEM)
C (-3.761, 3.335, 4.586)  -0.951
C (-3.189, 3.117, 3.087)  -0.076
O (-2.448, 4.248, 2.569)  -0.413
C (-1.253, 4.516, 3.335)  -0.606
C (-0.178, 3.312, 3.350)  -0.044
C (1.187, 3.858, 2.636)  -1.035
C (1.053, 3.513, 1.059)  -0.364
C (2.506, 3.212, 0.360)  -1.285
C (2.469, 1.965, -0.627)  0.765
C (1.696, 2.185, -1.985)  -0.587
C (0.983, 3.614, -2.213)  -0.076
C (1.797, 4.744, -2.872)  -0.147
C (1.296, 6.205, -3.129)  -0.509
C (-0.183, 6.402, -2.606)  -0.448
C (-0.848, 5.150, -1.995)  -0.291
N (-0.351, 3.840, -1.779)  -0.422
C (1.585, 1.050, -3.073)  0.797
C (0.803, 1.191, -4.451)  -0.057
O (0.872, 2.502, -5.060)  -0.356
C (-0.428, 2.795, -5.634)  0.392
C (-1.153, 1.810, -6.629)  -0.131
C (-2.567, 2.175, -7.209)  -0.591
C (-3.319, 3.505, -6.845)  -0.418
C (-2.597, 4.480, -5.879)  -0.452
C (-1.203, 4.115, -5.318)  0.040
C (2.297, -0.311, -2.673)  -0.522
C (2.158, -1.499, -3.736)  -1.243
C (0.617, -2.032, -3.899)  -0.198
C (0.221, -2.093, -5.463)  -0.431
O (-0.156, -3.433, -5.842)  -0.476
C (-1.490, -3.729, -5.331)  -0.539
C (3.042, -0.455, -1.294)  0.352
C (3.677, -1.896, -1.008)  -1.206
C (2.517, -2.901, -0.459)  0.143
O (1.894, -3.667, -1.508)  -0.478
C (3.207, -3.988, 0.537)  0.570
F (3.767, -3.402, 1.703)  -0.204
F (2.300, -4.990, 0.967)  -0.209
F (4.293, -4.678, -0.110)  -0.282
N (3.092, 0.667, -0.342)  0.378
C (3.786, 0.391, 0.939)  -1.517
O (3.129, -0.609, 1.776)  -0.071
C (2.025, -0.071, 2.474)  1.032
F (0.974, 0.395, 1.654)  -0.244
F (2.393, 0.912, 3.451)  -0.243
F (1.473, -1.152, 3.240)  -0.207
H (-4.765, 2.803, 4.679)  0.363
H (-3.925, 4.472, 4.712)  0.314
H (-2.987, 3.027, 5.369)  0.181
H (-4.123, 3.012, 2.411)  0.308
H (-2.632, 2.108, 2.971)  0.128
H (-0.778, 5.461, 2.868)  0.356
H (-1.466, 4.808, 4.435)  0.274
H (0.124, 3.006, 4.424)  0.175
H (-0.514, 2.371, 2.796)  0.090
H (2.129, 3.346, 3.031)  0.379
H (1.319, 4.995, 2.784)  0.440
H (0.620, 4.468, 0.569)  0.230
H (0.308, 2.680, 0.824)  0.551
H (3.316, 3.188, 1.160)  0.766
H (2.722, 4.160, -0.270)  0.376
H (2.871, 4.492, -3.201)  0.333
H (1.915, 7.029, -3.607)  0.366
H (-0.726, 7.404, -2.701)  0.376
H (-1.940, 5.312, -1.654)  0.359
H (-0.297, 0.891, -4.233)  0.435
H (1.150, 0.440, -5.263)  0.305
H (-0.713, 0.808, -6.940)  0.322
H (-3.136, 1.480, -7.931)  0.302
H (-4.363, 3.764, -7.254)  0.322
H (-3.144, 5.462, -5.618)  0.309
H (-0.681, 4.855, -4.630)  0.198
H (2.565, -1.092, -4.741)  0.826
H (2.778, -2.426, -3.502)  0.197
H (-0.051, -1.282, -3.339)  0.350
H (0.470, -3.079, -3.474)  0.225
H (1.086, -1.758, -6.158)  0.349
H (-0.611, -1.307, -5.630)  0.226
H (-1.383, -4.349, -4.364)  0.190
H (-2.002, -4.379, -6.136)  0.254
H (-2.074, -2.784, -5.070)  0.252
H (4.492, -1.911, -0.210)  0.431
H (4.174, -2.306, -1.968)  0.720
H (1.722, -2.335, 0.136)  0.294
H (1.072, -4.038, -1.104)  0.267
H (3.997, 1.295, 1.595)  0.386
H (4.820, -0.051, 0.667)  0.371
C (-0.906, -6.783, 1.258)  -0.297
C (-1.627, -5.743, 2.118)  -0.580
C (-2.391, -4.816, 1.172)  -0.591
S (-2.771, -5.786, -0.283)  1.097
O (-2.048, -5.232, -1.407)  -0.563
O (-4.192, -6.039, -0.329)  -0.693
C (-1.937, -7.272, 0.248)  -0.791
H (-0.514, -7.605, 1.860)  0.390
H (-0.066, -6.313, 0.737)  0.015
H (-2.331, -6.249, 2.787)  0.315
H (-0.929, -5.181, 2.742)  0.310
H (-3.319, -4.458, 1.620)  0.358
H (-1.777, -3.968, 0.861)  0.257
H (-1.492, -7.776, -0.609)  0.429
H (-2.677, -7.919, 0.723)  0.354
C (0.447, -2.037, 6.753)  -0.770
C (-0.918, -2.651, 6.435)  -0.456
C (-1.984, -1.745, 7.052)  -0.696
S (-1.279, -0.101, 7.096)  1.075
O (-1.110, 0.291, 8.475)  -0.689
O (-1.962, 0.736, 6.134)  -0.571
C (0.316, -0.553, 6.436)  -0.282
H (1.246, -2.502, 6.172)  0.349
H (0.676, -2.175, 7.815)  0.354
H (-1.054, -2.694, 5.349)  0.164
H (-1.000, -3.672, 6.816)  0.370
H (-2.897, -1.731, 6.455)  0.372
H (-2.216, -2.040, 8.077)  0.339
H (1.094, 0.055, 6.896)  0.475
H (0.292, -0.382, 5.357)  -0.074

The charge is +1. Its HOMO energy is -0.3950 Ha. The spin multiplicity is 1. The value obtained for the lowest unoccupied orbital energy is -0.1620 Ha.